Record 1
{
  "formula": "C4H7OP",
  "method": "the ωB97M-V functional and the def2-TZVPD basis",
  "homo_ev": -9.891,
  "mol_weight_da": 102.07,
  "e_above_lowest_kj_mol": 57.13,
  "smiles": "O=[PH]1CC=CC1",
  "total_charge": 0,
  "species": ["O", "P", "C", "C", "C", "C", "H", "H", "H", "H", "H", "H", "H"],
  "xyz": [[-2.62220, 0.16884, 0.76006], [-1.54151, 0.03681, -0.26883], [-0.36236, -1.33412, -0.02151], [0.83697, -0.71220, 0.56718], [0.85462, 0.59046, 0.68309], [-0.18724, 1.39114, 0.00881], [-1.64768, -0.15631, -1.67162], [-0.27814, -1.71866, -1.04553], [-0.97924, -2.03912, 0.57060], [1.71067, -1.18141, 1.02703], [1.80252, 0.88263, 0.98494], [-0.66505, 2.03974, 0.71095], [0.13365, 1.78887, -0.89523]],
  "forces_ev_per_a": [[0.14, -0.24, -1.47], [1.95, 1.10, 1.63], [-1.79, -0.60, -0.42], [0.37, -1.16, 1.04], [-0.06, -0.28, -1.43], [-2.02, -2.22, 1.22], [-1.02, 0.56, 0.12], [0.55, -0.40, 0.32], [0.87, -0.09, -0.05], [-0.54, -0.76, -0.43], [1.30, 1.80, 0.96], [-0.26, 1.08, 0.00], [0.53, 1.22, -1.47]],
  "mulliken_charge": [-0.6624, 0.4805, -0.4607, -0.3420, -0.4285, -0.6308, 0.0685, 0.2913, 0.3021, 0.3155, 0.3849, 0.2965, 0.3850]
}



Record 2
{
  "formula": "C4H7OPr",
  "method": "the ωB97M-V functional and the def2-TZVPD basis",
  "homo_ev": [-11.261, -11.809],
  "mol_weight_da": 212.01,
  "total_charge": 1,
  "s2": 3.753,
  "multiplicity": 4,
  "species": ["C", "C", "C", "O", "Pr", "H", "H", "H", "H", "C", "H", "H", "H"],
  "xyz": [[-1.51589, -0.16686, 0.72414], [-0.46264, 0.64402, -0.02442], [0.87891, 0.08424, -0.11855], [1.85822, 0.74853, -0.51948], [4.55599, 0.17388, -0.01591], [-1.20077, -1.10713, 1.17834], [-0.52169, 1.73158, 0.03023], [-2.21530, 0.41991, 1.31787], [0.91435, -1.01805, -0.25244], [-1.58733, -0.08942, -0.75039], [-1.31146, -0.97012, -1.33159], [-2.33490, 0.55543, -1.21049], [2.94251, -1.00601, 0.97268]],
  "forces_ev_per_a": [[-0.18, 0.00, 0.20], [0.32, 0.55, 0.99], [0.19, 0.31, -3.27], [-0.03, -0.42, 1.22], [-1.92, -0.29, 0.24], [-0.04, 0.30, -0.15], [0.03, -0.33, -0.05], [0.18, -0.21, -0.19], [0.20, 0.25, 0.93], [0.03, -0.28, -0.17], [-0.13, 0.24, 0.17], [0.28, -0.17, 0.10], [1.09, 0.04, -0.04]],
  "lowdin_spin": [-0.0001, -0.0001, -0.0017, -0.0058, 3.0246, 0.0000, 0.0000, 0.0000, -0.0009, 0.0000, 0.0000, 0.0000, -0.0159]
}



Record 3
{
  "formula": "C4H7P",
  "method": "the ωB97M-V functional and the def2-TZVPD basis",
  "homo_ev": [-8.019, -7.513],
  "mol_weight_da": 86.07,
  "e_above_lowest_kj_mol": 508.50,
  "total_charge": 0,
  "species": ["C", "C", "C", "C", "P", "H", "H", "H", "H", "H", "H", "H"],
  "xyz": [[-1.19251, -0.08183, -0.93688], [-0.79871, -1.20502, -1.25032], [-0.82958, 0.95350, 0.23620], [1.52797, -0.67950, 0.91772], [1.00526, 0.94019, 0.65646], [-1.95282, 0.41899, -1.35285], [-0.11354, -2.01204, -1.33748], [-1.11653, 2.04186, 0.16675], [-1.50340, 0.69036, 1.07752], [1.00233, -1.36872, 1.66272], [2.64698, -1.01552, 0.91511], [1.32458, 1.31773, -0.75493]],
  "forces_ev_per_a": [[0.79, 4.09, 3.52], [1.69, -3.42, -1.17], [0.54, -0.66, 1.14], [1.45, -2.65, 1.11], [-0.87, 1.29, -1.19], [-3.26, 1.27, -2.29], [0.12, -0.26, 0.25], [0.38, -1.05, -1.06], [0.69, -0.36, -0.10], [0.34, 1.32, -1.12], [-2.10, 1.06, -0.43], [0.22, -0.62, 1.34]],
  "mulliken_charge": [-0.4726, -0.2986, -0.7084, -0.6340, 0.0366, 0.3594, 0.3948, 0.3717, 0.3548, 0.2759, 0.2680, 0.0524]
}



Record 4
{
  "formula": "C4H7P",
  "method": "the ωB97M-V functional and the def2-TZVPD basis",
  "homo_ev": [-9.408, -8.183],
  "mol_weight_da": 86.07,
  "e_above_lowest_kj_mol": 625.32,
  "total_charge": 0,
  "species": ["C", "C", "C", "C", "P", "H", "H", "H", "H", "H", "H", "H"],
  "xyz": [[0.06995, -0.61492, -2.49431], [-0.59358, 1.01984, 1.11388], [-0.61304, -0.38487, 1.61163], [-0.41100, -0.10170, 0.14650], [-1.20976, -0.39081, -1.43589], [-0.31528, -0.72020, -3.55098], [0.99107, -0.47484, -1.99911], [-1.35917, 1.72547, 1.16057], [0.18009, 1.72411, 1.43719], [0.14576, -0.86754, 2.15984], [-1.55249, -0.90611, 2.04379], [2.09383, 0.37014, -0.34515]],
  "forces_ev_per_a": [[-3.33, 0.37, -0.15], [1.88, 0.23, 0.75], [-2.68, -1.23, -0.06], [0.22, 0.75, 0.56], [0.47, -0.32, 0.00], [1.47, 0.01, 1.14], [1.51, -0.17, -0.64], [-2.48, 0.10, -0.39], [0.97, -0.93, -0.36], [1.54, 0.16, 0.38], [0.95, 1.21, -1.33], [-0.51, -0.18, 0.10]],
  "mulliken_charge": [-0.3705, -0.4980, -0.3380, -0.0076, -0.1045, 0.2540, 0.1295, 0.2835, 0.1977, 0.2248, 0.2025, 0.0267]
}



Record 5
{
  "formula": "C4H7PS",
  "method": "the ωB97M-V functional and the def2-TZVPD basis",
  "homo_ev": [-7.865, -7.362],
  "mol_weight_da": 118.14,
  "e_above_lowest_kj_mol": 310.67,
  "total_charge": 0,
  "species": ["C", "C", "C", "C", "P", "S", "H", "H", "H", "H", "H", "H", "H"],
  "xyz": [[0.44559, -0.00641, -0.05398], [-0.85010, 0.86765, 0.06249], [-2.24494, 0.57281, 0.11036], [1.97007, 0.37368, -0.35401], [-3.04402, -0.96467, -0.05285], [3.22920, -0.69195, 0.07835], [0.49408, -0.50524, 0.92605], [0.20674, -0.80657, -0.76777], [-0.62558, 1.92124, 0.20024], [-2.88246, 1.42633, 0.27902], [2.26814, 1.38935, -0.53180], [-1.89074, -1.72613, -0.28393], [2.48438, -1.79754, 0.19718]],
  "forces_ev_per_a": [[-0.13, -0.87, 0.06], [-0.17, 0.57, -0.10], [3.11, -0.32, -0.28], [-2.81, 0.60, 0.30], [-0.34, 0.12, 0.05], [0.05, -0.10, 0.06], [-0.06, -0.13, -0.09], [0.04, -0.08, 0.13], [-0.05, 0.10, 0.01], [-0.04, 0.19, 0.02], [0.09, 0.24, -0.10], [0.33, -0.21, -0.05], [-0.03, -0.10, -0.01]],
  "mulliken_charge": [-0.4356, -0.2428, -0.4671, -0.4290, -0.0207, -0.1942, 0.3750, 0.3636, 0.2862, 0.3165, 0.3670, -0.0484, 0.1293]
}



Record 6
{
  "formula": "C4H8",
  "method": "the ωB97M-V functional and the def2-TZVPD basis",
  "homo_ev": [-0.617, -1.641],
  "mol_weight_da": 56.11,
  "e_above_lowest_kj_mol": 175.34,
  "total_charge": -1,
  "s2": 0.764,
  "multiplicity": 2,
  "species": ["C", "C", "C", "C", "H", "H", "H", "H", "H", "H", "H", "H"],
  "xyz": [[-1.78609, 0.58210, -0.71726], [-0.81686, -0.18516, 0.15504], [0.52512, -0.22834, -0.09859], [1.57198, -0.82723, 0.62956], [-2.65930, -0.02302, -0.97118], [-1.25473, 0.86900, -1.62317], [-2.11776, 1.49623, -0.19850], [-1.18762, -0.58290, 1.09350], [0.90997, 0.30673, -0.97603], [1.42773, -1.39146, 1.54092], [2.80522, 0.67739, 0.94285], [2.58232, -0.69334, 0.22285]],
  "forces_ev_per_a": [[0.57, -0.21, 0.76], [0.16, 0.28, -0.29], [0.12, -0.17, 0.22], [0.68, 0.40, -0.77], [-0.17, 0.13, -0.17], [-0.18, 0.11, -0.20], [-0.21, -0.04, -0.27], [-0.09, -0.16, 0.03], [-0.36, -0.05, 0.01], [0.04, 0.10, 0.13], [0.09, 0.50, 0.40], [-0.66, -0.90, 0.17]],
  "lowdin_spin": [0.0274, 0.1460, 0.0469, 0.3052, 0.0048, -0.0001, 0.0097, 0.0104, 0.0036, 0.0060, 0.4077, 0.0324]
}



Record 7
{
  "formula": "C4H8",
  "method": "the ωB97M-V functional and the def2-TZVPD basis",
  "homo_ev": -8.650,
  "mol_weight_da": 56.11,
  "e_above_lowest_kj_mol": 65.15,
  "smiles": "C/C=C/C",
  "total_charge": 0,
  "species": ["C", "C", "C", "C", "H", "H", "H", "H", "H", "H", "H", "H"],
  "xyz": [[0.16110, 0.02601, -1.95020], [0.40497, 0.25374, -0.49749], [-0.29314, -0.41401, 0.53983], [-0.19799, -0.00735, 1.98803], [-0.44384, 0.85396, -2.30397], [-0.27001, -0.96622, -2.16970], [1.02793, 0.14134, -2.51526], [1.08988, 1.05242, -0.19361], [-0.89752, -1.17285, 0.21605], [-0.83571, -0.69987, 2.59111], [-0.60103, 0.97968, 2.11976], [0.85536, -0.04686, 2.17543]],
  "forces_ev_per_a": [[-0.94, -0.29, 0.84], [-1.93, -1.80, 3.59], [3.31, 4.01, -2.98], [-1.06, -1.36, -0.81], [-0.66, -0.11, -0.21], [-0.09, 0.61, 0.11], [1.82, -0.11, -0.91], [-0.19, -0.11, -0.22], [-1.71, -1.94, -0.49], [0.98, 0.49, -0.14], [0.02, 0.55, 0.17], [0.45, 0.06, 1.06]],
  "mulliken_charge": [-1.1542, -0.1254, -0.1942, -0.9938, 0.2672, 0.3046, 0.3618, 0.2985, 0.3809, 0.2822, 0.2723, 0.3001]
}